No. 1
Here is a single C20H33N3O4S molecule from the Open Molecules 2025 dataset. Energies are from wB97M-V/def2-TZVPD.

Results
* frontier orbital gap: 9.4 eV
* strongest force on any atom: 0.115 eV/A
* energy relative to the best compared isomer or geometry (same formula, charge and spin): 5.6 kJ/mol
* SMILES: CCNS(=O)(=O)CC(=O)N(C)C[C@H](C)NC(=O)C[C@H](C)c1ccc(CC)cc1

ORCA input file:
```
! wB97M-V def2-TZVPD RIJCOSX def2/J DEFGRID3
* xyz 0 1
H -1.445 5.637 -1.713
H 2.484 3.509 2.810
C -1.676 2.566 1.497
C 3.274 2.942 2.313
N -0.842 1.850 0.714
C 1.263 5.883 -0.378
H 5.541 4.487 2.638
C -2.001 3.889 4.994
H 1.887 -1.265 2.693
H 3.992 2.630 3.076
H 2.345 4.169 -3.075
H -0.069 4.436 5.786
C 4.798 4.913 1.960
H 4.147 5.567 2.544
H 0.548 6.643 -0.082
C -1.746 4.068 1.288
H 0.345 7.151 -2.595
C 2.267 4.502 -2.045
N 1.461 1.334 2.032
O 3.414 0.987 0.941
C 0.825 0.155 1.467
H -1.642 5.901 -3.444
C -0.628 0.449 1.035
H -1.679 2.942 4.570
C 1.338 5.480 -1.711
O -2.335 2.079 2.407
N -2.052 4.861 3.896
H 4.694 3.143 0.752
C 0.414 6.071 -2.745
H 0.839 5.918 -3.739
C 2.099 5.334 0.582
C 4.000 3.803 1.275
H 0.328 -0.749 3.366
O 0.155 4.056 3.049
H -2.366 5.796 4.113
H -1.209 4.453 0.425
C 0.856 -1.012 2.447
H 1.427 -0.106 0.597
C 3.047 4.369 0.242
H -0.702 2.420 -1.320
C -1.097 4.330 6.133
H -0.877 -0.171 0.170
H -1.422 5.286 6.548
H 5.317 5.528 1.224
H 0.324 3.364 -0.211
H -2.785 4.388 1.256
H 0.759 1.725 -0.606
S -0.976 4.876 2.689
C 3.109 3.956 -1.083
H -1.116 3.592 6.936
H -1.319 0.199 1.835
H -0.950 4.385 -2.857
H 3.828 3.194 -1.365
C -0.988 5.463 -2.689
H 0.917 2.006 2.554
H 2.010 5.671 1.608
C -0.089 2.381 -0.417
O -0.799 6.250 2.311
H 0.378 -1.895 2.018
H -3.026 3.745 5.336
C 2.730 1.673 1.687
*
```


No. 2
Here is a single C20H33N5O4 molecule from the Open Molecules 2025 dataset. Energies are from wB97M-V/def2-TZVPD.

Results
* frontier orbital gap: 9.8 eV
* strongest force on any atom: 0.294 eV/A
* energy relative to the best compared isomer or geometry (same formula, charge and spin): 41.9 kJ/mol
* SMILES: CCO[C@H]1CCN(C(=O)CO[C@H]2C[C@@H](NC(=O)CCc3ncnn3C)C2)C[C@@H]1C

ORCA input file:
```
! wB97M-V def2-TZVPD RIJCOSX def2/J DEFGRID3
* xyz 0 1
H 3.608 1.720 1.409
C -0.637 0.622 -6.794
H 0.227 1.453 -0.198
C 5.997 0.385 0.871
H 4.173 -0.405 2.504
H 6.232 0.382 1.944
O -1.618 0.624 -0.643
N -0.398 -2.122 -9.162
C 3.001 -1.701 1.256
C 3.772 -2.951 1.653
C -3.647 1.282 -1.725
H 1.967 0.828 3.041
C -2.490 -0.988 -8.661
C 3.835 -0.438 1.453
N -1.066 -1.170 -8.476
C -1.187 0.080 -5.469
N -1.912 1.366 -3.529
H 4.041 -2.920 2.712
O -3.051 1.568 -5.480
C -2.853 2.140 -2.746
C 0.844 -1.930 -8.776
O 4.966 -0.550 0.610
H -0.373 -0.201 -4.800
N 1.017 -0.926 -7.878
H -3.760 0.221 -1.943
H 1.652 -2.539 -9.146
H -2.964 -1.965 -8.694
H 7.540 -1.010 0.329
H 1.918 -1.562 3.121
C 7.208 -0.008 0.058
C 1.732 0.822 1.971
C 3.028 0.828 1.166
H 3.169 -3.844 1.484
H -2.691 -0.461 -9.594
H -4.619 1.719 -1.499
H -1.255 0.797 -3.017
H -1.778 -0.822 -5.650
C -2.140 1.076 -4.833
H 4.689 -3.041 1.074
H -1.109 3.045 -1.621
H -2.948 1.847 0.359
C -2.604 1.644 -0.660
N 0.966 -0.385 1.701
H -2.895 -0.412 -7.831
H 0.225 1.262 -6.615
O -0.455 -1.526 0.353
H -1.409 1.232 -7.265
H 6.970 -0.001 -1.006
H 2.800 0.858 0.095
H 2.743 -1.758 0.192
H 5.677 1.399 0.605
H 1.061 -2.453 1.857
H -2.700 3.757 -1.272
C -0.578 0.867 0.264
H -3.423 2.753 -3.436
C -0.211 -0.467 -7.714
C -2.177 2.839 -1.543
H 8.027 0.690 0.234
C -0.029 -0.470 0.767
H -0.944 1.440 1.126
H 1.136 1.711 1.784
C 1.699 -1.594 2.046
*
```


No. 3
Here is an isolated ion of composition C20H33N6O2 and charge +1 from the Open Molecules 2025 dataset. Energies are from wB97M-V/def2-TZVPD.

Results
* frontier orbital gap: 9.6 eV
* strongest force on any atom: 1.701 eV/A
* energy relative to the best compared isomer or geometry (same formula, charge and spin): 0.1 kJ/mol
* SMILES: COCCn1nnnc1[C@@H](CC(C)C)N1CC[NH+](c2cccc(OC)c2)CC1

ORCA input file:
```
! wB97M-V def2-TZVPD RIJCOSX def2/J DEFGRID3
* xyz 1 1
C -0.015 2.061 -1.431
H -2.926 -3.530 -0.030
H -3.265 2.583 2.689
C -3.619 -2.776 -0.416
H -0.511 2.977 -1.120
C -3.783 1.766 2.193
C 2.756 0.017 0.135
C 7.518 0.128 -0.308
N -0.943 0.966 -1.496
H 0.341 2.219 -2.454
H 4.125 -1.461 2.824
H -4.820 3.605 -0.532
N -2.516 -1.184 1.029
N -0.644 -1.306 1.981
N 1.445 0.346 -0.417
H -4.551 -2.739 -2.925
H 8.187 0.522 -1.071
C 2.817 -0.639 1.355
C -4.633 3.402 0.520
H 7.680 -0.948 -0.204
C -3.808 -1.683 0.654
O 6.212 0.409 -0.771
H 0.695 0.005 0.296
N -1.786 -1.831 1.942
H -4.659 -1.101 -2.234
O -3.042 -2.254 -1.590
C -1.736 -0.210 0.506
H -3.384 -1.489 -3.418
H -4.766 1.667 2.647
C -3.918 2.063 0.701
H -2.640 2.787 -0.860
H 1.469 -1.371 -1.620
H -2.867 0.338 -1.178
H -3.232 0.850 2.389
H -4.032 4.211 0.927
N -0.566 -0.301 1.113
C -0.328 -0.218 -2.062
H -4.582 -3.253 -0.622
H -4.538 1.291 0.230
H 6.175 -0.879 1.639
H -1.814 2.516 0.686
H -4.270 -2.113 1.543
C -3.970 -1.877 -2.587
H -4.421 -0.864 0.275
C 4.062 -0.951 1.876
C 5.224 -0.621 1.204
H 1.919 -0.904 1.889
C 1.172 -0.325 -1.706
H 1.786 0.143 -2.478
H -5.587 3.393 1.039
C 5.158 0.037 -0.024
C -2.553 2.112 -0.007
H 7.719 0.627 0.643
H -0.870 -1.106 -1.731
H 2.084 2.304 -0.902
C 3.903 0.354 -0.556
H 3.878 0.859 -1.508
H -0.413 -0.177 -3.156
H 1.015 2.165 0.504
C 1.199 1.802 -0.509
C -2.056 0.772 -0.577
*
```


No. 4
Here is C20H34B2F15LiMnO11 as an isolated structure from the Open Molecules 2025 dataset. Energies are from wB97M-V/def2-TZVPD.

Results
* <S²>: 8.7548
* frontier orbital gap (alpha / beta): 9.1 / 10.3 eV
* strongest force on any atom: 5.821 eV/A

ORCA input file:
```
! wB97M-V def2-TZVPD RIJCOSX def2/J DEFGRID3
* xyz 0 6
H 10.112 12.239 11.474
C 12.097 12.166 18.688
H 7.999 15.096 10.362
O 9.473 10.738 10.126
C 8.805 11.479 9.182
F 18.631 10.798 18.959
H 9.548 9.607 16.059
H 11.386 11.436 10.528
C 7.843 10.640 8.260
H 14.217 7.514 13.133
C 16.601 11.111 17.736
H 11.508 10.271 12.725
H 12.683 5.381 12.229
F 10.606 15.752 14.835
C 6.886 13.601 11.494
F 13.066 13.433 20.368
F 12.263 11.396 20.833
H 13.803 10.695 13.567
O 13.002 12.434 17.931
H 14.906 8.515 19.804
H 12.415 10.540 14.643
O 11.051 11.431 18.309
F 9.685 13.924 15.693
O 15.281 13.184 14.427
F 18.767 11.376 16.941
Li 14.354 12.816 16.131
O 7.724 15.276 14.146
F 9.004 7.060 9.155
H 6.256 13.641 12.383
C 10.610 10.228 12.108
C 15.031 9.286 17.816
C 9.143 6.605 10.407
C 14.446 9.306 19.212
F 18.054 12.820 18.364
H 12.813 8.376 12.720
H 13.007 12.128 14.278
H 9.819 9.166 17.766
H 13.357 9.264 19.173
O 8.887 14.697 12.297
H 14.629 10.283 19.659
H 13.172 12.556 11.221
C 18.035 11.543 18.039
H 9.811 10.352 12.838
B 13.907 11.870 10.830
O 11.354 6.694 11.664
H 7.485 12.691 11.516
H 14.461 9.968 17.184
C 12.113 12.556 20.192
H 13.857 10.982 11.439
F 8.117 10.805 6.944
O 11.124 5.251 9.956
C 9.705 9.993 17.066
F 8.811 7.588 11.245
H 14.871 12.351 10.877
H 8.796 10.571 17.236
H 10.851 11.629 16.210
F 8.279 5.634 10.521
H 13.983 11.070 15.279
O 8.990 12.673 9.009
C 10.619 6.118 10.725
H 12.639 7.098 13.867
H 11.845 10.344 16.859
C 9.980 14.566 14.529
O 16.368 9.722 17.901
F 7.844 9.312 8.580
H 13.226 6.529 10.910
C 10.931 10.913 17.028
Mn 14.566 12.293 12.839
C 10.440 11.290 11.049
B 13.310 11.104 14.436
C 12.730 6.410 11.874
H 10.679 9.228 11.681
H 7.071 15.649 11.713
F 10.816 13.795 13.861
H 15.020 8.326 17.300
C 8.782 14.867 13.612
H 16.180 13.494 14.650
H 13.687 11.656 9.795
F 10.915 13.076 20.655
C 7.757 14.862 11.399
C 13.154 7.365 12.944
F 6.634 11.041 8.443
H 6.322 13.464 10.571
O 15.828 11.924 17.240
*
```


No. 5
Here is C20H34BCdO10 as an isolated structure from the Open Molecules 2025 dataset. Energies are from wB97M-V/def2-TZVPD.

Results
* frontier orbital gap: 9.6 eV
* strongest force on any atom: 2.756 eV/A
* energy relative to the best compared isomer or geometry (same formula, charge and spin): 22.8 kJ/mol

ORCA input file:
```
! wB97M-V def2-TZVPD RIJCOSX def2/J DEFGRID3
* xyz 1 1
H 1.842 -18.226 -31.986
C 7.205 -21.675 -33.961
H 8.039 -17.580 -31.320
C 4.989 -21.155 -33.392
H 7.948 -18.719 -29.990
H -0.884 -24.751 -33.417
O 1.406 -19.390 -27.396
C -0.661 -18.931 -28.441
O 6.227 -18.637 -31.089
H 2.501 -24.390 -31.413
O 4.016 -18.478 -31.000
C 0.548 -18.988 -26.344
O 0.218 -22.992 -33.129
H 0.333 -19.860 -25.726
H 6.010 -24.571 -30.767
C 2.131 -24.114 -32.395
C -0.764 -18.501 -26.956
C 0.777 -19.438 -28.565
C 5.087 -18.001 -30.763
O 5.116 -22.502 -33.363
H 6.724 -23.793 -33.574
H 7.582 -23.179 -28.919
H 4.722 -16.413 -29.308
H 7.452 -15.993 -29.713
H 1.682 -25.804 -33.695
C 1.174 -25.131 -33.004
H 7.273 -22.543 -30.595
C 5.408 -16.675 -30.110
C 6.841 -16.884 -29.612
O 1.364 -19.810 -29.543
H 6.429 -19.625 -33.542
C 5.763 -23.976 -29.884
C 1.301 -22.865 -32.366
C 6.840 -22.900 -29.663
Cd 2.464 -19.921 -31.374
H -1.569 -18.983 -26.406
H 0.490 -19.535 -31.978
H 5.945 -20.317 -35.130
B 1.157 -18.875 -32.625
H 0.149 -24.265 -34.759
H 7.702 -21.622 -32.992
H 7.948 -21.684 -34.758
H 6.115 -23.136 -35.094
C 0.076 -24.307 -33.673
O 4.075 -20.603 -32.867
C 6.310 -22.905 -34.044
C 6.000 -21.779 -29.026
H -0.924 -17.426 -26.913
C 6.214 -20.533 -34.097
H 0.725 -25.784 -32.254
H 5.284 -15.877 -30.844
H 6.799 -17.298 -28.607
O 1.593 -21.789 -31.912
H -1.377 -19.710 -28.678
H 6.345 -20.753 -29.100
H 1.860 -19.575 -33.186
H 5.855 -22.022 -27.970
C 7.373 -17.984 -30.557
O 4.544 -23.255 -30.071
H 0.963 -18.212 -25.702
H 0.512 -18.222 -33.322
O 3.888 -21.138 -30.047
C 4.701 -21.961 -29.729
H 5.677 -24.748 -29.116
H -0.675 -18.050 -29.078
H 2.942 -23.890 -33.090
*
```


No. 6
Here is a 2-piece molecular cluster, C20H34BF2IN4O8S2 overall from the Open Molecules 2025 dataset. Energies are from wB97M-V/def2-TZVPD.

Results
* frontier orbital gap: 7.0 eV
* strongest force on any atom: 10.340 eV/A

ORCA input file:
```
! wB97M-V def2-TZVPD RIJCOSX def2/J DEFGRID3
* xyz 0 1
H -5.831 3.047 -0.020
C -4.951 3.343 0.723
O 2.958 1.049 2.712
S -2.476 -5.673 4.316
H -0.125 1.100 -2.751
H -2.388 1.353 1.470
H -1.095 2.885 -3.589
C 0.420 1.018 1.909
N 4.216 1.538 -0.480
H -1.286 -1.476 -1.923
I 1.349 -0.154 4.999
H 4.118 3.426 -1.657
H 6.445 1.095 -0.427
F -1.252 -8.712 2.233
H 2.332 0.973 -3.390
F -2.664 -4.747 3.032
C 5.455 0.919 0.201
H -0.533 1.216 2.601
O -3.850 -5.910 4.740
N 0.096 0.184 -2.263
O 2.743 -2.905 0.420
H -5.406 4.199 1.414
B 1.745 -2.156 -0.409
H -3.124 5.010 -2.386
C -1.236 -0.160 0.027
O -1.723 -4.781 5.198
O -2.421 -6.889 1.317
H -1.216 3.291 0.483
H 5.733 3.150 -0.689
C 2.623 0.297 -2.450
C -2.130 1.190 0.315
H -2.063 0.236 -2.060
H -0.497 -3.162 3.829
O -3.315 5.250 0.227
N -1.639 -6.894 3.786
H -0.652 2.427 -1.094
H 2.784 -0.786 -2.884
H 3.370 -3.415 -0.197
N -2.765 3.245 -1.047
C -2.323 4.169 -2.161
C 1.015 -3.034 -1.625
H 2.451 -0.177 0.467
C -3.633 3.964 -0.037
H 0.632 1.995 1.276
C 4.556 3.003 -0.650
H -2.933 2.292 -3.320
H 4.172 3.654 0.252
C -1.130 -0.342 -1.588
H -0.116 -3.238 -1.389
H -3.192 0.982 -0.191
H -2.577 3.828 -4.490
H -1.911 -1.066 0.416
O -3.495 -8.467 2.890
C 1.659 0.733 2.975
C 0.168 -0.260 0.861
O 5.083 0.928 -2.677
C 4.006 0.925 -1.844
H 5.343 -0.228 0.402
S -2.358 -7.607 2.585
H 1.537 -4.105 -1.665
C 1.475 -0.561 -0.106
H -4.736 2.413 1.400
C -2.229 3.232 -3.531
C -0.264 -2.637 2.783
C 0.068 -1.593 1.867
H 1.184 -2.511 -2.658
H 0.353 -0.486 -3.049
H 5.651 1.471 1.240
C 1.321 0.392 -1.422
H -1.291 4.630 -1.841
C -1.563 2.562 -0.374
H 1.328 1.518 -1.027
*
```


No. 7
Here is C20H34BN8O5S3Zn as an isolated structure from the Open Molecules 2025 dataset. Energies are from wB97M-V/def2-TZVPD.

Results
* frontier orbital gap: 8.0 eV
* strongest force on any atom: 0.215 eV/A
* energy relative to the best compared isomer or geometry (same formula, charge and spin): 0.0 kJ/mol

ORCA input file:
```
! wB97M-V def2-TZVPD RIJCOSX def2/J DEFGRID3
* xyz -1 1
H -0.967 -1.696 -1.815
S 1.716 -1.526 -1.206
H 3.880 2.480 -1.156
N -2.357 -3.170 0.784
C 1.254 -3.064 -0.677
H 2.097 5.475 0.198
S 0.295 -5.318 -0.581
H -2.235 4.001 2.357
H -2.029 -3.103 -1.816
C 1.533 -3.527 0.726
B 2.100 0.049 4.902
H 1.330 -0.494 5.670
C 2.191 -2.862 1.745
C -2.076 -2.976 2.116
O -1.618 1.641 1.043
O 1.007 -6.446 -1.117
H -4.212 0.826 -3.357
N -1.140 -1.364 0.891
H -0.969 -0.680 -4.412
C 3.588 3.506 -0.922
C -1.964 -0.253 -4.514
N 0.626 -3.950 -1.418
H 2.380 1.296 0.563
N 0.831 0.284 2.491
H 1.799 1.205 -0.974
C -1.888 -2.104 -1.406
C -3.406 1.544 -3.535
C 2.081 3.709 -1.045
H 2.093 3.930 -3.205
N -2.114 0.862 -3.586
H 1.866 -5.223 4.161
N 1.596 1.539 -0.034
C 2.300 -3.486 2.982
C 1.771 -4.758 3.188
H -3.652 4.446 1.357
C -1.381 0.853 -2.490
C -3.058 3.626 1.754
H 2.589 -1.871 1.576
S -2.377 2.731 0.386
N -0.726 0.848 -1.543
C 1.121 -5.435 2.161
H 2.158 5.814 -1.545
H 2.395 1.165 5.274
H 4.114 4.164 -1.617
H 0.396 3.122 -0.060
H -2.705 -1.033 -4.316
H 0.714 -6.427 2.307
H 0.639 5.296 -0.788
C -1.332 -1.846 2.173
H -0.900 -1.355 3.025
H 1.817 2.273 -2.687
H 3.916 3.736 0.094
H -3.403 2.262 -2.718
H 3.088 -0.634 4.707
O -1.514 3.666 -0.326
H -2.713 -4.015 0.369
H -2.393 -3.662 2.879
O -1.138 -5.473 -0.434
C 1.598 3.317 -2.448
O -3.494 2.238 -0.400
H 0.519 3.464 -2.523
C 1.021 -4.791 0.944
H -3.577 2.050 -4.486
H 2.786 -2.964 3.798
H -2.095 0.113 -5.532
H -3.677 2.946 2.333
C -1.780 -2.183 0.074
H -2.731 -1.467 -1.686
N 1.398 2.953 0.016
Zn -0.058 0.364 0.591
C 1.723 5.168 -0.779
C 1.353 0.191 3.516
*
```